Entry 1:
ORCA calculation (ωB97M-V/def2-TZVPD) on 14 unconnected molecules or ions with the total composition C84H183N11O6.

Values from the calculation:
highest occupied orbital energy = -0.2798 Ha
gap between HOMO and LUMO = 8.153 eV

Element x y z (Å)
H  16.981  10.149  22.100
H  14.162  24.832  14.327
C  23.520  13.787  15.553
C  22.345  20.549  19.592
H  16.306  19.079  16.631
H  14.447  17.713  21.868
H  11.957  23.907  21.002
C  18.695  15.779  17.966
C  20.361  19.244  19.281
H  26.293  16.527  19.007
H  13.547  24.132  12.761
N  13.402  22.710  20.007
H  12.605  22.245  13.915
H  15.403  16.851  9.796
H  17.523  12.793  25.203
H  17.011  8.413  22.459
N  15.813  13.829  23.286
H  17.450  20.895  25.305
H  23.044  18.272  17.290
H  24.681  19.858  17.618
H  16.744  15.653  24.164
C  13.441  22.699  14.446
H  19.461  12.551  15.564
C  10.807  18.070  17.663
H  19.356  22.811  12.189
H  16.674  14.012  26.085
H  14.761  15.435  22.347
H  17.946  9.029  21.088
H  13.918  13.010  21.494
H  15.287  23.491  20.310
C  10.768  13.721  17.730
C  16.519  16.769  18.574
H  6.860  15.512  20.915
C  16.103  15.474  13.243
C  13.488  24.150  13.828
C  13.287  20.178  19.738
H  21.432  14.387  16.006
H  15.832  14.705  12.536
H  17.730  19.671  15.775
H  13.632  15.404  24.316
H  7.338  14.472  19.568
C  16.877  14.572  24.015
C  17.231  12.164  18.076
H  16.518  18.843  21.426
C  17.396  19.106  16.687
H  17.153  15.415  13.509
H  18.657  16.915  22.718
H  13.535  19.917  12.707
C  10.697  19.250  16.976
C  14.691  13.412  24.215
H  19.455  8.559  22.918
H  22.875  16.264  19.648
H  17.124  20.989  22.259
H  21.083  10.185  23.903
C  18.784  15.010  19.356
H  7.672  16.190  19.535
N  17.183  19.138  23.378
H  20.945  11.662  17.336
H  11.816  17.342  19.971
H  9.244  15.895  21.529
C  14.618  22.798  20.806
C  19.986  22.841  16.451
C  21.562  14.076  13.171
H  13.098  21.515  11.953
H  14.091  20.329  15.083
H  23.735  13.917  19.986
H  18.976  17.643  16.354
H  24.775  15.617  18.830
H  18.342  15.168  17.116
H  18.295  17.294  13.323
H  21.500  8.475  22.074
H  16.557  21.499  15.190
H  21.921  13.877  19.691
H  14.995  17.523  23.636
H  19.802  10.598  20.485
C  11.674  24.092  18.904
H  18.286  14.403  25.566
O  24.386  20.127  18.508
H  21.942  13.102  13.467
H  17.341  17.098  15.938
H  18.409  9.543  23.987
C  22.863  18.164  22.550
C  16.863  20.557  23.275
C  19.123  23.690  12.804
H  13.748  17.001  16.358
C  14.089  14.617  24.968
H  19.373  11.930  23.955
H  10.589  14.713  17.293
H  15.472  15.831  16.789
H  12.020  14.988  19.545
O  20.167  10.765  19.583
H  16.165  12.269  18.328
H  15.041  18.468  9.135
C  21.803  9.521  21.993
N  14.616  21.774  14.368
C  7.649  15.267  20.177
C  15.273  22.299  16.689
C  16.434  18.385  22.358
H  20.536  17.718  17.769
C  22.755  14.125  20.329
C  21.549  17.566  14.724
C  21.053  20.254  19.937
H  16.191  23.108  14.871
H  23.122  14.634  11.796
H  22.767  18.400  23.625
H  11.714  20.558  15.530
H  22.089  20.252  14.513
H  19.509  14.151  19.303
H  22.641  13.676  21.334
H  23.721  18.786  22.280
C  20.866  16.264  14.180
H  12.627  19.461  19.238
H  14.217  20.508  11.200
H  23.625  13.451  16.556
H  24.648  17.745  20.292
C  12.881  17.657  16.566
H  14.826  15.110  25.620
H  18.703  19.469  11.317
H  16.054  17.756  18.626
H  12.490  24.484  14.100
H  18.059  23.705  13.011
N  10.082  15.001  19.841
C  19.068  11.833  22.912
N  16.749  17.493  11.904
H  16.595  16.462  19.627
H  20.716  13.207  22.502
C  20.270  21.349  14.490
H  21.673  9.637  20.896
C  22.401  18.795  17.997
C  18.708  18.971  23.270
H  17.094  22.384  24.333
H  10.406  12.880  17.128
C  15.762  16.880  12.739
H  14.620  21.441  16.944
H  17.838  14.650  19.701
C  24.965  16.775  20.730
H  21.846  16.010  20.984
C  19.222  17.532  23.457
H  19.299  15.665  20.016
H  19.744  15.980  17.719
H  17.596  11.194  19.866
H  23.291  12.817  15.007
N  21.883  15.192  14.151
C  22.355  14.751  15.463
H  15.176  21.870  20.960
C  14.673  13.676  21.091
H  21.972  18.392  21.996
C  12.618  23.918  20.089
C  19.868  11.660  17.492
H  15.347  23.369  22.802
C  20.981  10.461  22.857
C  8.996  15.025  20.850
H  20.643  20.788  20.800
H  19.090  23.801  18.175
H  16.137  22.358  17.336
C  12.904  18.908  15.982
H  19.707  12.935  21.086
C  15.692  15.679  17.859
N  23.848  16.165  21.388
H  18.293  24.283  16.719
C  16.358  18.402  10.851
H  17.682  19.685  17.553
C  17.577  9.215  22.075
C  15.018  21.433  13.003
H  9.017  14.109  21.472
C  17.925  17.673  16.670
C  10.043  13.714  19.073
C  22.783  15.703  20.528
H  14.166  17.981  10.587
H  20.815  23.545  16.590
O  16.998  13.197  15.860
H  8.992  13.361  18.911
H  19.778  19.068  12.495
H  20.275  17.437  23.325
H  9.990  20.000  17.273
C  17.748  12.504  16.844
H  22.368  21.702  13.794
H  11.598  14.539  21.237
H  20.478  13.962  13.110
H  13.266  14.186  25.517
H  13.987  12.925  23.585
H  15.523  17.353  13.736
H  14.413  19.102  23.053
N  17.936  17.011  18.031
H  17.302  18.772  13.463
O  9.794  17.653  18.516
H  16.137  13.274  16.227
H  18.743  18.267  19.047
H  22.826  9.475  22.295
H  16.295  14.960  21.597
H  18.510  21.538  24.071
C  17.484  21.368  24.337
H  10.873  23.404  18.998
H  22.810  21.335  20.151
H  18.868  17.177  24.461
C  21.026  18.508  18.318
H  15.305  12.942  20.619
C  13.909  20.806  12.179
C  12.561  21.489  20.134
C  14.925  18.168  22.757
H  21.773  13.791  11.073
H  21.663  15.464  11.621
O  19.058  19.025  19.542
H  12.739  16.606  21.340
C  18.914  18.655  11.972
H  20.575  16.476  13.152
H  26.026  15.079  19.900
H  12.226  21.407  21.204
C  15.711  22.210  15.226
O  14.031  19.325  15.310
H  11.008  17.076  21.440
H  14.746  15.677  18.422
H  22.145  21.589  15.573
H  16.178  14.716  17.927
H  16.237  19.463  11.166
H  19.213  19.577  24.044
H  24.485  14.165  15.207
H  15.931  20.844  13.104
N  19.570  10.544  22.393
H  25.818  16.928  21.463
H  15.385  22.318  12.454
H  11.724  21.698  19.487
H  13.760  22.726  22.872
H  20.896  23.890  13.920
H  19.065  13.908  22.470
H  18.016  22.632  17.244
H  21.415  11.435  22.655
H  19.496  24.581  14.746
C  25.515  15.998  19.584
H  14.106  20.496  19.052
H  19.205  17.837  11.243
H  11.908  16.219  17.866
H  20.923  18.440  14.462
C  15.368  14.562  22.123
H  22.441  15.671  16.016
H  15.101  12.731  24.954
H  16.836  17.433  22.205
C  18.778  23.383  17.212
H  13.850  19.704  20.587
C  21.778  21.273  14.603
H  19.830  20.462  14.963
C  11.414  15.223  20.357
H  14.289  14.178  20.136
H  10.548  12.901  19.617
C  18.010  11.490  18.976
C  14.414  23.350  22.248
C  11.903  17.239  17.482
C  17.778  18.068  12.817
H  15.791  20.713  23.370
C  17.340  13.866  25.286
C  11.779  19.682  16.143
H  19.941  16.060  14.813
H  13.266  22.837  15.505
C  19.814  23.699  14.148
H  12.210  23.763  17.988
H  24.268  16.782  23.276
C  19.074  12.292  16.551
H  9.923  16.722  18.777
C  23.380  16.712  22.643
H  13.314  24.779  20.163
H  17.995  11.858  22.788
H  14.630  23.171  16.918
H  17.141  18.460  10.107
H  14.852  16.875  12.174
H  19.000  19.295  22.238
H  21.625  17.457  15.796
H  14.066  24.368  22.292
C  19.692  13.035  22.196
H  11.829  13.540  17.723
C  22.062  14.523  11.858
C  23.100  19.812  18.673
H  17.600  14.499  23.212
H  22.656  15.985  23.082
H  19.415  24.589  12.284
H  11.252  25.084  18.874
H  20.398  21.951  16.839
C  18.804  9.447  22.954
C  19.344  11.226  18.689
H  15.596  15.364  14.212
N  19.654  22.560  15.014
H  20.053  21.289  13.388
H  22.530  17.810  14.267
C  15.137  17.883  10.101
C  11.752  16.649  20.820

***

Entry 2:
ORCA calculation (ωB97M-V/def2-TZVPD) on 2 unconnected molecules or ions with the total composition CH2N3O2P.

Values from the calculation:
highest occupied orbital energy (alpha / beta) = -0.3356 / -0.3356 Ha
gap between HOMO and LUMO (alpha / beta) = 6.029 / 6.032 eV
ΔE to the lowest compared entry with this formula, charge and spin = 290.8 kJ/mol

Element x y z (Å)
P  -0.269  -0.039  1.091
C  2.584  -2.075  -0.616
N  1.688  -1.449  -0.235
O  -0.291  1.579  -0.903
H  -2.314  -0.935  0.695
H  -1.747  0.362  -0.628
N  -1.634  -0.342  0.231
N  0.434  1.236  0.047
O  1.548  1.663  0.318

***

Entry 3:
ORCA calculation (ωB97M-V/def2-TZVPD) on a molecular structure, C27H31DyNOP2.

Values from the calculation:
highest occupied orbital energy (alpha / beta) = -0.3115 / -0.3090 Ha
gap between HOMO and LUMO (alpha / beta) = 3.870 / 3.799 eV
ΔE to the lowest compared entry with this formula, charge and spin = 212.9 kJ/mol
expectation value of S² = 9.3450
multiplicity = 6
net charge = +1

Element x y z (Å)
C  -1.085  0.481  4.756
H  4.541  0.332  -3.694
H  -0.585  5.337  -3.529
C  2.390  -0.200  1.203
C  0.031  1.614  -2.486
C  -3.950  0.328  0.255
H  -2.109  0.781  4.457
C  -1.450  3.497  -2.788
H  -4.020  0.230  1.351
H  1.247  -1.858  3.882
C  1.337  -0.621  5.668
C  0.823  -1.020  4.444
H  2.248  -1.116  6.071
H  -2.490  0.358  -2.421
H  -1.391  -4.523  -0.328
Dy  0.277  0.300  0.252
N  0.320  0.360  -1.970
H  -3.944  -0.688  -0.181
H  -3.440  1.836  -2.226
C  2.725  -2.365  -2.644
H  1.270  -3.479  1.550
C  1.503  -1.758  -2.361
C  0.306  -2.623  -2.039
C  2.514  0.399  -2.989
H  -0.604  -2.340  -2.587
C  1.105  2.376  -3.034
H  2.096  1.277  0.078
H  -3.466  3.379  0.113
C  -2.486  1.354  -1.965
C  -0.378  -0.441  3.921
H  3.199  2.379  -3.436
C  1.361  -3.460  0.459
C  -2.538  2.885  0.441
C  -0.880  -0.826  2.637
C  1.413  -0.341  -2.456
P  0.002  -2.450  -0.192
C  -0.565  0.880  5.991
C  -0.387  4.295  -3.263
H  -0.611  -1.851  2.327
H  -1.686  3.494  0.098
C  0.667  0.338  6.433
H  -2.458  3.911  -2.754
H  -1.748  -3.477  1.068
C  2.351  1.767  -3.146
H  1.048  0.676  7.395
H  2.339  -3.026  0.236
H  2.805  -3.449  -2.573
C  3.722  -0.268  -3.302
H  1.720  4.298  -3.805
H  -4.828  0.877  -0.129
H  -2.346  -3.046  -0.541
C  -1.491  -3.477  0.001
O  3.433  -0.447  1.674
P  -2.387  1.163  -0.133
H  -1.881  -0.426  2.388
C  -1.270  2.167  -2.403
H  -1.142  1.566  6.640
C  3.843  -1.629  -3.078
H  1.383  -4.500  0.114
H  -2.505  2.868  1.542
C  0.869  3.727  -3.412
H  0.459  -3.682  -2.297
H  4.774  -2.145  -3.281

***

Entry 4:
ORCA calculation (ωB97M-V/def2-TZVPD) on 3 unconnected molecules or ions with the total composition C22H47BN2O3Si.

Values from the calculation:
highest occupied orbital energy = -0.2991 Ha
gap between HOMO and LUMO = 8.581 eV

Element x y z (Å)
H  -1.572  2.159  1.598
H  6.597  1.874  -5.813
H  1.184  2.962  -2.257
H  -0.076  3.356  -0.189
H  -4.909  -5.493  -0.696
C  0.505  0.039  0.123
H  -3.249  -1.452  3.890
H  -3.748  -3.969  -1.879
H  1.125  0.235  3.792
H  -6.499  -5.024  -1.274
C  4.840  2.989  -2.432
H  7.548  3.086  -4.978
H  -5.401  -1.739  -0.559
H  3.374  4.169  -1.362
H  -3.524  1.494  1.901
C  -2.178  0.303  3.143
H  2.321  -0.983  6.216
N  -5.719  -3.685  0.089
H  4.060  2.835  -0.440
H  2.000  0.683  -2.845
B  0.773  -1.129  5.127
H  -7.500  -5.598  0.930
H  -5.038  -2.469  1.622
H  6.774  1.783  -4.067
H  4.522  2.692  -5.020
C  -5.867  -5.049  -0.382
H  -3.433  -0.246  1.475
H  5.396  4.103  -5.538
H  -2.871  -3.385  1.025
C  4.294  3.620  -1.161
H  6.017  5.737  -3.991
H  -6.084  -2.814  -1.743
H  -4.286  0.313  2.920
O  1.427  -0.655  4.000
C  -3.595  -4.067  1.470
C  0.047  1.307  0.466
Si  -1.219  -1.263  5.380
O  1.553  -1.566  6.173
C  -5.325  -2.756  -0.957
H  -3.899  -2.341  -2.526
H  -1.757  -1.758  3.060
C  5.381  3.324  -4.771
H  -3.327  -4.175  2.523
H  5.440  5.650  -2.364
H  -6.660  -6.960  0.189
H  5.010  4.291  -0.686
C  1.461  0.875  -1.931
H  -1.483  -2.616  5.935
C  -3.947  -2.932  -1.609
C  5.954  5.066  -3.131
H  8.058  4.535  -3.440
O  -0.984  0.316  2.385
H  -0.013  2.135  2.394
H  1.538  -1.179  -1.293
C  0.286  2.362  -0.411
H  -2.174  1.042  3.952
C  7.370  4.757  -2.625
H  -3.141  -2.582  -0.965
H  -3.479  -5.045  1.002
C  1.209  -0.179  -1.062
H  -5.910  -6.107  1.528
C  -3.422  0.481  2.281
C  -6.520  -5.973  0.634
H  5.732  2.397  -2.174
C  -2.227  -1.098  3.793
N  5.098  3.949  -3.491
C  -5.029  -3.530  1.357
C  6.651  2.473  -4.902
H  7.385  3.919  -1.926
C  0.992  2.137  -1.585
H  7.770  5.627  -2.100
H  4.097  2.278  -2.801
C  -0.688  1.545  1.761
H  -5.632  -4.010  2.132
H  0.328  -0.811  0.759
H  -1.732  -0.261  6.346

***

Entry 5:
ORCA calculation (ωB97M-V/def2-TZVPD) on a single C4H8O2 molecule.

Values from the calculation:
highest occupied orbital energy = -0.3652 Ha
gap between HOMO and LUMO = 10.892 eV
ΔE to the lowest compared entry with this formula, charge and spin = 180.5 kJ/mol

Element x y z (Å)
H  0.105  1.359  1.238
H  -1.621  1.675  -0.453
O  0.029  -0.730  1.285
C  -0.175  0.510  0.594
C  0.928  0.148  -0.438
H  2.126  -1.046  1.031
H  1.071  -2.028  -0.023
H  -2.312  0.704  0.866
C  -1.578  0.705  0.053
H  1.741  0.873  -0.542
H  -0.131  -0.890  -1.678
C  1.175  -1.057  0.480
O  0.502  -0.162  -1.738
H  -1.860  -0.063  -0.676